[1]
{
  "formula": "C4H6O2",
  "method": "wB97M-V/def2-TZVPD",
  "symbols": ["O", "O", "C", "C", "C", "C", "H", "H", "H", "H", "H", "H"],
  "xyz": [[-0.761, 1.603, 1.748], [-1.732, 1.570, 0.666], [0.474, 0.906, -0.302], [-0.909, -0.702, 1.088], [-0.624, 0.715, 0.760], [1.690, 0.584, 0.074], [-0.013, -1.125, 1.718], [2.551, 0.687, -0.463], [-1.916, -0.753, 1.696], [-0.997, -1.379, 0.255], [1.743, 0.131, 1.144], [0.239, 1.324, -1.340]],
  "atomic_forces_ev_per_a": [[0.5, 1.3, 1.7], [-0.3, -0.1, -0.5], [-1.0, 0.8, -0.7], [-0.5, -1.4, 3.0], [0.2, -0.9, -3.0], [-1.7, -1.3, 3.6], [-1.8, 0.8, -0.9], [2.1, 0.2, -1.4], [2.1, 0.1, -1.0], [0.0, 0.1, -0.6], [0.5, 0.9, -1.9], [0.1, -0.5, 1.7]],
  "lowdin_charge": [0.07, 0.05, -0.07, -0.01, -0.67, 0.02, 0.12, 0.03, 0.13, 0.07, 0.11, 0.14],
  "molar_mass_g_mol": 86.09,
  "e_tot_ha": -306.3249,
  "lumo_ha": 0.03782,
  "orbital_gap_ha": 0.417,
  "e_homo_ev": -10.3,
  "smiles": "C=CC1(C)OO1"
}

---

[2]
{
  "formula": "CH4N2O",
  "method": "wB97M-V/def2-TZVPD",
  "symbols": ["O", "N", "N", "C", "H", "H", "H", "H"],
  "xyz": [[1.329, 0.471, 0.614], [-0.050, -0.905, -0.815], [-0.974, -0.400, 0.256], [0.233, 0.286, -0.137], [1.051, 0.896, 1.464], [-0.323, 1.713, -0.789], [-0.757, -0.984, 1.059], [-0.510, -1.077, -1.652]],
  "atomic_forces_ev_per_a": [[0.0, -0.1, 1.0], [1.8, -0.4, 3.1], [0.6, 0.0, 0.0], [-3.6, 3.8, -2.6], [0.3, -0.4, -1.1], [1.7, -3.6, 1.5], [0.0, -0.2, 0.2], [-0.9, 0.9, -1.9]],
  "lowdin_charge": [0.02, 0.05, 0.02, -0.57, 0.13, 0.19, 0.08, 0.07],
  "molar_mass_g_mol": 60.06,
  "e_tot_ha": -225.0875,
  "lumo_ha": 0.03095,
  "orbital_gap_ha": 0.393,
  "e_homo_ev": -9.8
}

---

[3]
{
  "formula": "C31H24BrFNO8PS",
  "method": "wB97M-V/def2-TZVPD",
  "symbols": ["Br", "S", "P", "F", "O", "O", "O", "O", "O", "O", "O", "O", "N", "C", "C", "C", "C", "C", "C", "C", "C", "C", "C", "C", "C", "C", "C", "C", "C", "C", "C", "C", "C", "C", "C", "C", "C", "C", "C", "C", "C", "C", "C", "C", "H", "H", "H", "H", "H", "H", "H", "H", "H", "H", "H", "H", "H", "H", "H", "H", "H", "H", "H", "H", "H", "H", "H", "H"],
  "xyz": [[-4.007, 4.667, -2.072], [-1.610, 1.616, 0.217], [-3.621, 3.684, -0.075], [-0.526, 2.661, 0.007], [-1.152, -4.262, 5.080], [-1.839, 1.379, 1.579], [-2.297, 4.451, 0.462], [2.477, -0.380, 5.698], [-7.369, 0.870, 0.054], [0.136, 1.255, -5.454], [5.290, -0.035, -4.819], [-1.166, 0.446, -0.418], [-3.006, 2.083, -0.581], [2.196, 0.774, -6.489], [3.545, 0.455, -6.322], [-0.347, -1.767, 1.823], [1.215, -0.575, 3.208], [-6.485, 1.843, -0.506], [-0.626, -2.629, 2.868], [2.983, 0.652, -1.402], [1.856, -3.031, 8.865], [1.400, -2.247, 6.643], [1.667, 0.904, -7.766], [1.312, 0.992, -5.309], [4.128, 0.284, -4.961], [0.879, -4.010, 8.722], [4.359, 0.292, -7.435], [-5.271, 1.134, -1.089], [0.435, -3.244, 6.491], [-4.060, 1.099, -0.131], [2.482, 0.734, -8.871], [1.910, 0.885, -3.950], [2.112, -2.148, 7.831], [1.120, 1.144, -2.839], [3.830, 0.435, -8.705], [-0.309, -3.398, 5.209], [0.014, -2.470, 4.091], [0.569, -0.735, 1.996], [3.250, 0.522, -3.783], [0.170, -4.117, 7.538], [3.779, 0.397, -2.506], [1.656, 1.034, -1.569], [0.948, -1.445, 4.258], [1.676, -1.278, 5.545], [-2.023, 5.107, -0.205], [-1.341, -3.430, 2.737], [-0.586, -4.880, 7.421], [-0.842, -1.892, 0.871], [0.087, 1.434, -2.971], [2.416, -2.956, 9.788], [0.620, 1.141, -7.891], [1.041, 1.243, -0.708], [-3.644, 0.105, -0.077], [4.812, 0.105, -2.380], [-4.959, 1.647, -1.988], [-6.225, 2.573, 0.251], [0.780, -0.060, 1.181], [-7.700, 1.226, 0.891], [1.931, 0.223, 3.345], [0.674, -4.694, 9.535], [4.468, 0.311, -9.570], [2.069, 0.839, -9.865], [-6.994, 2.361, -1.316], [2.867, -1.383, 7.941], [3.398, 0.558, -0.407], [-5.553, 0.109, -1.285], [-4.402, 1.336, 0.870], [5.406, 0.055, -7.303]],
  "atomic_forces_ev_per_a": [[0.3, -0.1, 0.2], [-1.2, -3.1, -0.3], [-0.7, -0.1, 0.3], [0.0, 1.2, -0.3], [0.0, 0.0, 0.0], [-0.4, 1.7, 2.2], [-0.3, 0.4, -0.9], [0.0, 0.0, 0.0], [0.0, 0.3, 0.6], [0.0, 0.0, 0.0], [0.0, 0.0, 0.0], [0.9, -0.9, -2.0], [0.9, 1.4, 1.1], [0.1, 0.0, 0.1], [-0.1, 0.0, 0.1], [0.0, 0.0, 0.0], [0.0, 0.1, -0.1], [-0.4, -0.4, -0.4], [0.0, 0.0, -0.1], [-0.1, 0.0, 0.0], [0.0, 0.0, 0.0], [-0.1, -0.1, -0.1], [0.0, 0.0, -0.2], [-0.2, 0.0, 0.0], [0.2, -0.1, 0.0], [0.0, 0.0, 0.0], [0.1, 0.0, -0.1], [0.6, 0.5, 0.8], [0.1, 0.1, -0.1], [-0.8, -0.2, -0.4], [0.1, 0.0, 0.0], [0.2, 0.0, -0.1], [0.1, 0.0, 0.1], [-0.1, 0.0, 0.1], [-0.1, 0.0, 0.0], [-0.2, -0.1, 0.0], [0.1, 0.1, 0.1], [0.0, -0.1, 0.1], [-0.1, 0.0, -0.1], [0.0, -0.1, 0.1], [0.0, 0.0, 0.2], [0.3, 0.0, 0.0], [-0.1, -0.1, 0.1], [0.1, 0.2, 0.0], [0.3, -0.1, 0.4], [0.0, 0.0, 0.1], [0.0, 0.0, -0.1], [0.0, 0.0, 0.0], [0.0, -0.1, -0.1], [0.0, 0.0, 0.0], [0.0, 0.0, 0.1], [0.1, -0.1, -0.1], [0.4, -0.1, -0.2], [0.0, 0.0, -0.1], [0.0, -0.2, -0.5], [0.2, 0.2, 0.1], [0.0, 0.0, -0.1], [0.0, -0.3, -0.4], [0.0, 0.0, 0.1], [0.0, 0.0, 0.0], [0.0, 0.0, 0.0], [0.0, 0.0, 0.0], [-0.2, 0.1, -0.1], [0.0, 0.1, -0.1], [0.0, 0.0, 0.0], [-0.2, -0.1, -0.4], [0.1, 0.1, 0.3], [0.0, 0.0, 0.1]],
  "lowdin_charge": [0.29, 0.47, 0.59, -0.10, 0.10, -0.22, -0.35, 0.10, -0.06, 0.11, 0.11, -0.25, -0.38, -0.08, -0.08, -0.05, 0.01, -0.28, 0.01, -0.04, -0.06, -0.08, 0.00, -0.28, -0.28, -0.06, 0.00, -0.16, -0.08, -0.27, -0.06, -0.08, 0.00, 0.01, -0.06, -0.28, -0.08, -0.06, -0.08, 0.00, 0.00, -0.06, -0.08, -0.28, 0.05, 0.12, 0.12, 0.11, 0.12, 0.11, 0.12, 0.06, 0.11, 0.12, 0.09, 0.08, 0.08, 0.09, 0.12, 0.11, 0.11, 0.11, 0.11, 0.12, 0.11, 0.12, 0.10, 0.12],
  "molar_mass_g_mol": 700.48,
  "e_tot_ha": -5265.8645,
  "lumo_ha": -0.03285,
  "orbital_gap_ha": 0.320,
  "e_homo_ev": -9.6,
  "smiles": "O=C1c2ccccc2C(=O)c2ccccc21.O=C1c2ccccc2C(=O)c2ccccc21.O=S(=O)(F)N(CCCO)P(O)Br"
}